The following is a quantum chemistry calculation of a cluster of 13 separate species, C58H150N8O21 in total, from the Open Molecules 2025 dataset.

The LUMO energy is 0.342 eV. For the max |F|, the calculation gives 2.645 eV/A. The highest occupied orbital energy is -8.53 eV. Its spin multiplicity is 1. As for the charge: 0.

Element x y z (Å)
H1 -5.678 -1.392 11.922
C1 -6.412 0.373 11.102
H2 -13.484 -0.967 -0.360
C2 6.253 -3.860 7.109
H3 6.558 -1.863 6.543
H4 -0.744 -0.029 2.404
H5 -2.957 9.258 -0.708
H6 -5.058 -3.193 9.634
N1 7.240 3.492 11.066
C3 -6.934 2.977 8.519
H7 14.131 4.556 -0.396
H8 -5.198 -7.984 -6.311
C4 -2.680 -1.027 4.254
H9 10.537 1.824 0.836
H10 13.884 6.805 -0.561
C5 -5.026 -9.002 -5.963
C6 -13.416 -0.240 -1.169
C7 -6.657 -9.698 -10.550
O1 -0.413 7.945 5.136
C8 2.402 3.399 10.904
H11 -8.567 2.273 5.678
H12 -1.275 7.432 6.986
H13 1.043 5.491 3.226
O2 -6.466 -1.765 10.003
H14 -7.511 -9.134 -3.804
C9 2.506 -7.314 -1.750
H15 12.406 3.256 0.798
H16 9.874 3.304 -7.283
H17 5.857 4.926 10.346
C10 -8.910 -10.374 -10.738
C11 2.882 -8.347 -5.270
H18 2.735 -7.888 -0.852
H19 2.389 -8.289 -7.358
H20 9.136 4.033 11.454
H21 -9.000 -10.499 -11.817
H22 -3.780 8.872 0.835
H23 -7.070 -8.692 -10.610
H24 -1.858 6.850 -0.579
H25 -6.753 -10.017 -8.089
H26 6.114 3.469 9.368
H27 4.932 2.060 10.715
C12 -4.834 -9.841 -7.283
H28 -3.148 0.927 0.789
H29 -4.152 -9.015 -5.311
H30 -6.209 -3.510 10.997
H31 8.840 3.737 6.783
H32 -7.404 0.138 11.488
C13 10.771 1.501 -0.179
O3 -1.725 8.514 0.798
H33 8.147 8.565 -9.465
H34 5.757 -3.539 8.025
H35 1.832 -5.635 -8.046
H36 7.487 -2.920 5.509
C14 -8.133 2.907 6.451
H37 13.445 2.327 -0.363
H38 9.559 6.080 -9.450
C15 -1.661 -1.703 -1.819
H39 2.364 2.427 11.396
C16 -0.542 6.457 1.113
H40 -7.993 2.391 10.257
H41 -6.387 3.078 10.600
O4 12.317 5.428 -0.776
H42 -5.286 4.620 -6.408
H43 13.407 4.096 -1.981
H44 -3.870 -0.013 -1.384
C17 7.221 2.664 -7.927
N2 -5.865 -9.575 -8.278
C18 -3.436 -0.237 3.141
H45 -8.967 -5.187 4.167
C19 7.144 -2.782 6.535
H46 -11.163 -5.931 4.085
H47 7.981 -2.517 7.180
H48 3.370 -6.943 -6.771
H49 -4.806 6.061 -7.252
H50 7.922 3.734 -6.257
H51 8.097 5.302 10.977
N3 3.009 -7.395 -4.122
H52 1.571 3.337 10.201
H53 0.147 -5.454 -7.448
H54 12.311 7.436 -0.878
C20 -5.448 -9.822 -9.666
C21 -9.595 -4.690 3.427
C22 -3.486 -0.674 -0.607
H55 -14.165 -0.552 -1.896
H56 -11.597 -5.111 2.504
C23 -6.809 -3.134 -7.584
H57 2.207 4.131 11.687
H58 11.096 5.197 -7.882
C24 12.986 6.625 -1.151
H59 5.568 0.694 -7.461
H60 2.975 -6.332 -1.690
H61 9.054 3.128 9.027
H62 -2.540 10.266 0.632
C25 -6.088 -3.124 9.985
H63 -6.018 -1.095 -7.880
H64 -4.731 -0.840 10.518
C26 5.172 1.497 -8.082
H65 7.355 4.844 -7.573
C27 2.492 -7.554 -6.560
H66 -4.927 -10.776 -9.748
C28 0.955 -6.155 -7.661
H67 -5.916 -8.419 -3.524
C29 12.630 3.041 -0.247
C30 8.389 4.288 10.702
N4 -0.734 6.502 2.556
H68 -4.000 -1.628 -0.723
H69 -6.005 -4.654 -8.311
C31 4.787 3.122 10.912
H70 -1.247 7.338 2.793
H71 -3.034 0.776 3.139
H72 2.106 -9.061 -4.994
H73 10.018 5.456 -6.479
H74 -11.905 -1.452 -1.973
O5 -6.164 -9.427 -5.342
H75 2.175 -6.827 -4.177
C32 10.060 5.280 -7.553
C33 -0.548 8.124 6.560
H76 0.706 -5.363 -0.855
H77 -7.753 -3.669 -7.695
O6 5.832 2.683 -7.551
C34 -3.691 -0.016 0.746
H78 -4.761 0.147 0.877
H79 6.670 8.255 -8.494
O7 8.225 6.928 -8.053
H80 -10.521 -6.429 2.521
H81 -4.841 4.464 -8.085
C35 -6.954 -1.653 -7.893
C36 -1.793 7.103 0.479
O8 -8.886 -4.361 2.233
H82 -7.255 3.302 5.939
H83 -7.424 4.583 -7.709
C37 8.625 4.770 7.055
C38 -5.737 -0.982 10.913
H84 -4.465 -0.044 3.445
O9 -1.363 -1.490 3.844
C39 -6.680 -8.611 -4.278
H85 4.684 3.123 11.997
C40 -11.994 -0.390 -1.741
O10 7.098 -4.977 7.339
O11 1.401 -6.715 -6.442
H86 -5.949 2.820 8.079
H87 7.881 5.142 6.351
H88 -9.254 -9.386 -10.430
C41 5.997 3.845 10.385
H89 -6.455 -3.269 -6.562
H90 7.054 3.468 12.058
C42 -6.793 5.468 -7.793
H91 -7.641 -1.269 -7.140
H92 -0.521 5.390 0.894
H93 5.577 -4.204 6.326
H94 -7.339 -1.505 -8.903
O12 1.081 -7.105 -1.895
C43 3.168 -8.129 -2.877
H95 -13.707 0.755 -0.832
H96 -3.854 -9.534 -7.647
H97 5.451 1.290 -9.115
C44 -2.869 9.259 0.378
H98 2.788 -9.151 -2.872
O13 -7.639 -10.630 -10.178
C45 9.458 1.117 -0.773
H99 7.779 1.878 -7.418
O14 -11.756 0.421 -2.844
H100 6.809 0.845 -0.455
H101 -2.763 6.790 0.865
H102 0.595 -6.881 -8.389
H103 6.442 2.532 -0.774
H104 -9.627 -11.060 -10.286
H105 9.542 5.350 6.949
H106 -7.015 -7.680 -4.735
C46 7.910 3.938 -7.328
H107 -0.608 -6.463 -0.864
C47 13.215 4.300 -0.928
H108 3.802 -8.917 -5.397
H109 9.108 0.199 -0.301
C48 9.483 6.461 -8.432
H110 -0.891 9.137 6.766
H111 -2.459 -1.290 1.756
H112 -8.941 3.636 6.386
H113 7.283 1.541 -2.056
H114 4.230 -8.180 -2.637
H115 -7.433 6.145 -6.159
H116 9.907 4.699 9.206
C49 0.480 -6.427 -0.801
H117 -2.076 -2.682 -1.579
C50 0.540 6.452 3.338
O15 -2.098 -0.765 -0.796
H118 11.411 0.622 -0.099
H119 -11.253 -0.199 -0.964
H120 -2.686 -0.482 5.198
H121 0.542 -0.836 3.264
H122 -0.412 0.347 4.085
H123 -6.587 -3.734 9.232
H124 7.369 -4.948 8.260
H125 0.353 7.850 7.109
H126 -4.747 -9.057 -10.000
H127 -9.838 -3.716 3.852
H128 4.096 1.641 -7.987
O16 3.633 3.523 10.218
H129 7.371 2.599 -9.005
H130 -7.217 4.029 8.526
C51 -6.946 2.402 9.954
N5 -6.378 1.106 9.828
N6 -3.401 -0.935 1.837
H131 -6.891 0.560 9.151
H132 -3.289 -1.889 4.528
H133 -8.104 -3.875 2.505
C52 -10.819 -5.567 3.116
C53 -0.479 -0.469 3.366
C54 7.535 7.804 -8.980
H134 -0.368 5.828 5.211
H135 7.204 7.201 -9.825
H136 10.648 3.315 -1.040
C55 0.257 6.638 4.833
C56 7.149 1.731 -0.991
N7 11.368 2.624 -0.885
H137 -2.055 -1.356 -2.774
H138 9.572 0.925 -1.840
O17 -7.944 2.280 7.742
H139 -6.781 5.761 -8.843
H140 -0.576 -1.796 -1.868
N8 9.332 3.991 -7.787
H141 13.104 6.894 -2.201
H142 0.834 -6.796 0.162
H143 10.193 7.283 -8.343
H144 1.247 6.614 5.288
O18 -5.939 -3.721 -8.527
H145 0.356 6.970 0.770
H146 -6.296 -9.885 -11.561
H147 1.294 7.144 2.964
O19 8.445 2.085 -0.490
H148 -4.723 -10.906 -7.076
H149 -5.930 1.048 11.809
C57 -5.343 5.121 -7.375
H150 -12.333 0.115 -3.548
O20 -7.270 6.517 -7.029
O21 8.106 4.876 8.366
C58 8.952 4.181 9.288

Atomic forces in eV per Å
0.045 -0.721 0.050
0.337 -0.187 -1.293
-0.195 0.181 0.295
1.417 -0.335 -1.018
-0.147 0.317 -0.331
-0.387 -0.158 -0.160
-0.184 -0.273 -0.211
0.523 -0.074 0.488
-1.139 -1.487 -0.493
-1.105 0.023 0.332
0.332 -0.058 -0.156
0.322 0.489 -0.088
-0.377 -0.176 -0.982
0.064 -0.187 0.616
0.329 -0.299 -0.217
0.158 0.054 -2.004
0.257 -0.394 -0.063
0.395 -0.391 -1.033
1.069 -1.558 0.317
0.207 -1.246 0.174
0.337 -1.304 0.490
-0.498 -0.116 -0.212
-0.350 -0.402 0.002
-1.053 0.056 -0.326
0.062 -0.017 -0.240
-0.247 -0.222 0.168
0.530 0.026 0.400
-0.176 -0.318 -0.016
-0.257 0.257 0.006
-0.429 -0.089 0.764
-1.118 1.645 0.460
-0.267 0.210 0.514
-0.236 -0.052 -0.302
0.473 -0.133 -0.348
0.441 0.109 -0.181
-0.113 0.349 0.186
-0.015 0.273 0.592
0.336 0.594 -0.440
0.196 -0.222 0.138
-0.118 0.499 -0.272
0.148 -0.364 -0.131
0.013 0.626 0.997
0.136 0.176 0.003
0.275 -0.214 0.071
0.125 -0.505 -0.092
0.040 -0.219 0.053
-0.511 0.297 -0.061
-0.454 1.048 0.381
-0.059 -0.958 -0.831
0.449 0.265 0.571
-0.247 -0.001 -0.161
-0.199 0.345 -0.644
-0.018 -0.434 0.180
-0.725 -0.406 -0.487
-0.428 -0.596 0.164
-0.478 0.037 -0.351
-1.153 0.665 0.772
0.078 -0.278 0.271
-1.843 -0.247 0.658
-0.273 0.081 0.381
0.210 -0.230 0.143
1.188 -0.476 -0.880
-0.268 -0.061 0.125
0.056 0.055 -0.110
-0.373 0.173 -0.167
0.195 1.555 1.087
0.771 0.717 -0.147
0.426 -0.436 0.445
0.207 -0.303 -0.131
-0.722 1.679 0.280
-0.513 0.019 -0.188
0.172 -0.471 0.050
0.305 0.155 -0.359
0.172 -0.047 -0.266
-0.423 0.562 0.340
0.484 0.803 -0.664
0.462 -1.250 -1.601
0.237 0.536 -0.236
0.162 -0.034 0.110
-0.200 0.002 0.477
-0.613 0.526 1.314
-0.463 0.557 -0.532
0.273 0.773 -0.260
0.029 -0.014 -0.241
-0.018 0.440 0.457
-0.064 0.572 -0.456
0.234 0.440 -0.181
-0.019 -0.291 0.085
-1.345 1.193 0.876
-0.526 -0.528 -0.100
0.229 0.097 0.057
0.043 -0.153 -0.210
-0.905 0.150 0.333
0.833 0.356 -0.023
0.135 -0.248 0.392
0.291 0.015 0.093
0.987 0.875 1.033
0.290 -0.104 0.048
1.878 -1.022 0.503
-0.177 -0.389 -0.359
0.756 0.248 0.398
0.123 0.107 0.063
-1.075 1.852 -1.183
-0.243 0.613 1.247
1.317 -0.098 0.836
0.054 -0.268 0.347
0.427 -0.290 -0.424
0.035 -1.163 0.297
0.248 0.254 0.208
0.509 0.276 -0.532
-0.286 -0.316 -0.299
0.194 0.744 0.118
0.279 -0.201 -0.268
-1.801 -1.145 1.562
-0.231 -0.036 0.583
-2.137 0.137 -0.559
-0.205 -0.733 -0.644
0.310 0.257 0.093
-0.467 0.349 0.317
0.465 -0.633 -1.296
-1.018 -1.160 0.026
-0.151 0.623 -0.342
0.277 -0.149 0.182
-1.099 0.686 -0.020
0.326 -0.138 0.178
0.003 0.136 -0.143
-0.248 -0.353 0.003
0.352 0.701 0.384
0.118 -0.588 -0.099
0.420 0.140 0.677
-0.176 -0.123 -0.051
-0.315 0.100 0.004
0.469 0.829 0.425
-0.237 -0.449 0.151
-0.622 0.538 -0.062
0.613 -0.351 -1.027
-0.187 0.765 0.334
-1.170 -0.453 1.046
-0.108 -0.877 0.688
-1.528 -0.403 0.924
0.065 0.116 -0.095
0.004 0.114 0.153
0.043 0.344 -0.272
0.618 -0.219 -0.676
0.152 -0.047 0.161
0.528 0.230 0.115
1.577 -1.146 -0.482
-0.027 0.442 -0.206
0.282 0.026 -0.697
-0.507 0.255 0.332
-0.331 -0.083 0.091
0.531 -0.823 -0.166
-0.998 1.795 0.374
0.363 0.016 0.095
-0.030 0.177 -0.403
-0.051 0.230 -0.160
1.598 -0.097 -0.165
-0.336 -0.144 -0.241
-0.315 -0.252 -0.114
-1.214 -0.560 0.184
-0.290 -0.792 -0.239
0.392 0.418 -0.555
-0.163 -0.307 -0.200
0.144 -0.727 0.547
0.086 -0.313 0.045
0.290 0.111 -0.207
0.206 -0.232 0.034
0.184 0.114 -0.023
-0.137 0.281 0.294
0.527 -1.086 -0.380
0.092 -0.553 -0.145
-1.185 0.062 1.022
0.124 0.245 -0.310
0.165 -0.468 -0.022
1.299 -0.718 0.712
0.297 -0.039 -0.155
0.188 -0.192 -0.269
0.238 0.823 1.073
-0.625 -0.067 -0.153
0.114 -0.081 0.141
-0.101 0.285 0.226
0.437 -0.289 0.447
0.481 0.466 -0.383
-0.045 -0.178 -0.141
-1.673 0.359 -0.050
1.634 -1.055 -0.362
0.235 0.107 -0.326
0.067 0.338 -0.164
0.576 0.620 -0.092
-0.244 -0.574 0.087
-0.138 0.190 0.163
-0.839 0.476 0.240
0.161 -0.130 -0.020
0.483 0.519 -0.172
0.153 0.160 0.154
-0.672 -0.118 0.457
0.173 -0.123 0.088
-0.588 1.010 -0.127
-0.145 0.019 -0.102
0.240 0.231 0.021
-0.575 0.894 -2.274
0.247 -1.251 1.356
0.647 0.560 1.151
-0.109 0.086 -0.282
0.428 -0.530 -0.452
0.107 0.062 -0.152
0.914 0.074 0.005
-0.122 0.303 0.633
0.570 -1.213 -0.256
-0.051 -0.022 0.029
-0.358 -0.197 -0.046
0.471 0.543 0.332
-0.238 1.520 -0.404
1.318 -0.126 0.385
1.179 -1.503 -0.497
0.098 -0.160 -0.250
-0.167 0.156 -0.312
0.480 0.778 -1.201
-0.147 0.195 0.047
-0.107 0.435 0.299
-0.013 0.833 -0.662
0.474 -1.127 -0.450
-0.096 -0.206 0.080
0.290 0.207 -0.065
-0.066 0.087 0.569
0.426 -0.365 0.124
0.112 0.077 -0.175
-0.126 -0.281 -0.465
-0.052 0.626 0.091
0.220 0.621 -0.131
-0.125 -0.254 0.350
0.338 -0.528 0.357
-0.382 0.089 0.005
-0.016 0.107 -0.146
-0.680 0.669 0.539
-0.048 -0.652 -0.034
-0.856 0.719 0.286